# 1
DFT (ωB97M-V with the def2-TZVPD basis set) results for a cluster of 11 separate species, C27H72F12N9O9P2 in total in a non-equilibrium geometry.

```
131
Properties=species:S:1:pos:R:3:forces:R:3
C 1.03076 -5.03341 3.44155 0.0110 -0.3127 -0.7896
C 0.68824 -3.92074 2.49191 0.0063 -1.7549 1.8705
O -0.40441 -3.50074 2.34919 -0.8953 1.1370 -0.9899
N 1.78584 -3.26709 1.67444 0.1978 -0.9631 -0.4668
H 1.83028 -2.34014 2.07304 -0.1078 1.3683 -0.3890
H 2.71284 -3.63719 1.82880 0.3148 -0.5569 0.8162
C 1.59410 -3.48759 0.16614 -0.3473 0.8612 1.2834
H 0.19341 -5.71530 3.58970 -0.3464 0.1110 -0.6352
H 1.12937 -4.69089 4.47162 0.9476 0.4604 -0.0504
H 1.84022 -5.62328 3.01150 0.3983 0.0490 0.7031
H 0.56871 -3.18256 -0.04276 0.1609 -0.1866 -0.1746
H 1.77407 -4.55643 0.05087 -0.0223 0.1874 -0.4500
H 2.29510 -2.82261 -0.33834 -0.0267 -0.4012 -0.0657
C -4.27411 -3.77658 -4.24717 0.7744 -0.7279 0.1510
C -2.93157 -3.85547 -3.52445 -1.5202 -3.0560 1.6061
O -2.64995 -4.69444 -2.66533 -0.0760 3.7963 -3.1540
N -1.97382 -2.66796 -3.83277 1.3671 -0.8909 1.4357
H -1.60645 -2.58058 -4.76952 -0.1580 -0.7613 -0.8664
H -2.51312 -1.82092 -3.72431 -0.3752 0.3558 0.2844
C -0.80412 -2.68314 -2.86139 -0.7026 0.7757 0.6877
H -4.25645 -3.55481 -5.31422 0.4343 0.0773 -0.0456
H -4.95098 -3.05420 -3.79098 0.0730 0.0923 0.2735
H -4.68169 -4.78019 -4.12567 -0.2729 0.0993 -0.0278
H -1.23046 -2.92840 -1.88868 0.0951 -0.0337 -0.1182
H -0.44827 -1.65606 -2.78019 0.3730 -0.2332 -0.1892
H -0.04131 -3.43253 -3.07266 -0.2872 0.1569 -0.5150
C 4.94132 0.41667 -3.13128 0.5437 -1.0088 -1.0494
C 4.40418 -1.03144 -3.22145 0.9902 1.5537 3.6088
O 4.51582 -1.83213 -2.34331 -0.4814 -0.0064 -1.0730
N 3.72651 -1.38255 -4.46770 0.3749 0.9104 -0.1429
H 4.36341 -1.06078 -5.18249 0.1799 0.5324 -0.8355
H 3.78075 -2.38264 -4.59797 -0.8004 -0.8710 0.1825
C 2.37273 -0.68461 -4.60120 0.4609 -0.9981 -0.7687
H 4.32560 1.23667 -2.76169 -0.5290 -0.5140 -0.0563
H 5.27535 0.64449 -4.14351 0.1100 0.5433 -0.0459
H 5.84035 0.40411 -2.51508 -0.0899 -0.2349 0.0501
H 1.64380 -1.41573 -4.25157 -0.0536 0.2316 -0.3396
H 2.36068 -0.46684 -5.66916 -0.8170 -0.0076 0.1235
H 2.26948 0.22960 -4.01670 0.6554 -0.2220 0.1364
C -3.43808 -5.41904 2.19480 -0.3867 1.0419 0.5665
C -4.06938 -4.06500 2.42152 0.3677 -0.5192 5.0853
O -4.19609 -3.50380 3.51912 0.2014 -1.2819 -4.5293
N -4.43455 -3.28860 1.19646 1.7153 1.3842 0.3647
H -5.35984 -3.44342 0.82235 -0.4856 -0.8616 -0.4110
H -4.49237 -2.36734 1.60637 -0.4219 0.6610 0.2943
C -3.31982 -3.17481 0.16296 -1.3272 0.0792 -0.9426
H -3.17649 -5.81258 3.17703 -0.2128 -0.0673 -0.0750
H -2.50525 -5.20576 1.67284 -0.0053 -0.4751 -0.3381
H -4.12477 -6.09244 1.68186 0.2359 -0.1016 -0.2525
H -2.47780 -2.55224 0.46544 -0.1379 -0.3329 0.7301
H -3.83612 -2.62133 -0.62139 0.2633 -0.1327 -0.3861
H -3.01544 -4.14737 -0.22381 -0.1351 0.0949 0.2588
C 1.28496 4.19858 -0.94768 -1.8789 0.1304 -0.0049
C -0.03808 5.05754 -0.85550 -1.5225 -2.8398 -3.6004
O -1.05164 4.82622 -1.57472 4.0985 1.6787 3.6597
N 0.08910 6.16574 0.12045 -1.7288 0.0506 -1.7307
H -0.22982 5.83055 1.01825 0.6188 -0.1845 0.8168
H 1.06803 6.40679 0.05965 0.6216 0.2817 0.8701
C -0.75304 7.41397 -0.15987 0.8484 -0.0347 0.3716
H 0.97079 3.24226 -1.36582 0.0899 0.1082 -0.0705
H 1.73547 3.97930 0.02034 -0.0027 0.3415 0.0946
H 2.02138 4.64393 -1.61659 -0.0350 0.3450 0.0703
H -0.28755 8.09510 0.55251 -0.5475 0.5564 -0.2224
H -1.79343 7.20062 0.08545 0.1741 0.1335 -0.2795
H -0.54377 7.70187 -1.19012 -0.3654 0.1442 0.1801
C -1.64529 -1.68799 5.02071 0.4648 -1.4064 0.8219
C -2.17132 -0.31233 4.87102 -2.3851 -1.0450 1.0647
O -3.32517 -0.06090 5.10888 2.1837 0.7957 -0.8191
N -1.32293 0.73603 4.15428 -0.7130 -1.0104 -0.4295
H -1.86213 1.58876 4.10740 -0.9118 0.1517 -0.1384
H -0.47551 1.11794 4.54941 1.1052 -1.0831 1.0131
C -1.08262 0.21421 2.75586 1.2468 1.6890 -0.6066
H -0.60301 -1.91310 5.24673 0.1931 0.8274 -0.1287
H -1.94113 -2.38616 4.23767 -0.1021 0.5378 -0.6435
H -2.21571 -2.13623 5.83422 -0.0468 0.3516 0.3650
H -1.91712 0.57636 2.15540 0.3175 0.0550 -0.1500
H -0.86458 -0.81526 2.47168 -0.5199 -0.4037 1.4478
H -0.11957 0.67852 2.54359 -0.3466 0.2744 -0.8593
C 5.16396 0.33178 1.46617 0.1343 -0.4427 -1.4604
C 5.81585 0.31786 2.78276 0.1075 2.4089 1.6135
O 5.86423 1.26648 3.50933 0.3746 -1.9517 -0.5054
N 6.42094 -1.03394 3.18086 -0.9464 0.5227 0.4436
H 5.81494 -1.76153 2.82946 -0.1903 -0.1496 -0.3423
H 7.34247 -1.16735 2.78960 0.2901 0.1184 -0.8627
C 6.68927 -1.34932 4.66211 -0.6181 0.4875 -1.1669
H 5.67952 -0.37872 0.82003 -0.4359 -0.4062 -0.1743
H 5.24666 1.27320 0.92306 0.2263 0.2856 0.6459
H 4.09373 0.14561 1.55597 0.0068 -0.4065 0.1005
H 5.91445 -0.90927 5.28989 0.4671 0.3328 -0.0425
H 7.69440 -0.92860 4.69036 -0.0648 -0.6782 1.5063
H 6.49380 -2.42077 4.61880 1.0334 -0.0534 0.8733
C -5.33198 4.28446 1.05194 -0.1255 -0.4187 -0.7297
C -4.69090 3.82207 -0.28260 -0.8746 5.1474 -3.3655
O -4.61252 4.50675 -1.34697 0.0765 -4.1782 5.2896
N -4.11018 2.41481 -0.28507 -0.4894 0.0204 0.2207
H -4.38232 1.95528 0.57217 0.3182 0.2262 1.0266
H -4.66234 1.84600 -0.91091 -0.1376 0.1027 -1.2263
C -2.63745 2.31803 -0.56508 -0.7204 -0.7766 -0.1364
H -4.67147 4.34067 1.91719 0.5562 0.0187 -0.2579
H -6.12289 3.62275 1.40508 -0.1162 -0.5190 -0.3426
H -5.84713 5.23906 0.94490 0.3784 0.1053 -0.4088
H -2.10932 2.91435 0.17896 0.0077 -0.0042 -0.4201
H -2.50556 2.59106 -1.61205 0.2487 0.4277 0.3723
H -2.40669 1.25871 -0.45244 0.3883 0.1067 0.0686
C -1.89692 5.81946 -4.92516 0.7523 -0.6132 0.0956
C -2.20645 4.37546 -4.99200 -3.6819 -0.7744 1.3258
O -3.22272 3.86252 -4.55026 3.0880 0.4710 -1.2828
N -1.12638 3.45069 -5.56358 0.6761 -0.3125 1.7751
H -1.45495 2.87460 -6.32532 -0.5400 -0.1974 -0.4169
H -0.36922 4.02272 -5.90942 0.3206 0.3229 -0.5309
C -0.49236 2.54869 -4.45222 -0.8435 0.5783 -0.9854
H -2.54744 6.19918 -4.13729 0.0834 0.4303 -0.4078
H -1.97258 6.31436 -5.89338 -0.4552 0.1234 -0.0704
H -0.84038 5.90291 -4.67049 0.1572 0.3271 0.2835
H 0.08434 3.19328 -3.78887 0.1790 -0.1582 -0.3174
H 0.07087 1.81344 -5.02690 0.2514 0.1050 0.4846
H -1.27826 2.08122 -3.85898 -0.0715 0.0843 -0.3825
P 0.93550 0.26216 -0.56495 -0.4252 -1.2830 -0.0264
F -0.47214 -0.56443 -0.30747 -0.0983 -0.6341 0.8082
F 0.13078 0.81604 -1.86640 0.0054 1.3930 -0.6130
F 0.40609 1.40853 0.37073 -0.5416 1.7080 -0.1652
F 2.25880 1.03116 -0.99272 0.0056 0.6261 0.4272
F 1.58580 -0.36322 0.78183 0.2909 -0.6694 -0.8727
F 1.42015 -0.94241 -1.50485 0.4334 -1.1614 0.0495
P 2.56580 -0.94380 5.11910 0.9892 1.4444 4.7678
F 1.16053 -0.32299 5.79270 0.9493 0.3704 -0.9695
F 3.20682 0.60101 5.00607 -0.5849 -2.2167 -0.3527
F 3.28308 -1.14770 6.57219 -1.4499 0.7241 -0.9935
F 3.84159 -1.76710 4.57419 0.7623 0.5740 -2.0011
F 1.81616 -2.34901 5.20668 -0.7037 -1.1731 -0.2993
F 1.99346 -0.75637 3.62724 -0.5304 0.0929 -1.4806
```
Forces are in eV/Å.

Values from the calculation:
E_HOMO in eV: -24.026
Total energy in eV: -112116.057
Multiplicity: 1
Orbital gap in eV: 8.2
LUMO in eV: -15.85
Total charge: +7

---

# 2
DFT (ωB97M-V with the def2-TZVPD basis set) results for a cluster of 9 separate species, C27H72O27S9 in total in a non-equilibrium geometry.

```
135
Properties=species:S:1:pos:R:3:forces:R:3
C -0.54009 4.96264 -1.87232 -0.6762 0.4424 -0.8761
C 0.62927 5.89093 -2.15479 0.4845 -1.0041 1.1887
O 0.20592 6.97978 -2.97346 0.1892 0.9328 -0.0542
S 0.39783 8.46104 -2.33537 -0.7917 -0.0934 -0.3576
C -0.00211 9.38719 -3.81879 0.2301 -0.6889 0.4121
O -0.64344 8.67384 -1.35591 0.9727 -0.1681 -0.5578
O 1.78313 8.66609 -2.00716 -0.6268 -0.1589 0.0592
H -1.37388 5.54801 -1.48058 0.1290 -0.1169 0.4244
H -0.31492 4.10835 -1.23841 0.2176 0.1838 0.1931
H -0.92919 4.56133 -2.81413 0.2029 -0.0825 -0.0451
H 1.06082 6.25127 -1.21542 -0.2103 0.1868 -0.0409
H 1.45553 5.35046 -2.62428 -0.1546 0.2304 -0.4143
H -0.14358 10.41440 -3.49835 0.0553 0.0574 -0.0817
H -0.90344 8.97070 -4.25945 -0.1009 0.0635 0.1507
H 0.83039 9.25755 -4.50478 0.0408 0.2003 0.0201
C -1.14924 -3.55193 -4.38498 0.3633 -0.4536 0.0536
C -2.25447 -2.62392 -3.94904 -0.2273 -0.4911 -0.4857
O -1.61021 -1.42324 -3.46068 -0.1751 0.4674 0.4251
S -2.50589 -0.11759 -3.31385 0.4211 0.6686 -0.4202
C -2.66902 0.33653 -5.05068 -0.3833 0.2809 0.7632
O -3.79771 -0.44978 -2.78304 0.3776 0.0836 -0.0863
O -1.69057 0.89040 -2.66367 -0.5714 -1.1983 -0.4922
H -0.68126 -3.21410 -5.30969 0.1062 0.1739 0.1241
H -1.49323 -4.56910 -4.57992 -0.3636 0.1281 0.0508
H -0.38989 -3.65564 -3.60857 0.0362 0.1618 -0.0422
H -2.87028 -2.39441 -4.82255 -0.0687 0.2106 0.1034
H -2.90886 -3.04586 -3.18851 0.1816 0.1214 0.2365
H -3.51423 -0.18843 -5.48707 0.1091 -0.1626 -0.0109
H -1.73225 0.14267 -5.56146 0.0279 0.0324 0.0056
H -2.90248 1.40022 -5.03017 0.1037 0.0187 -0.1199
C -4.54069 3.25469 -2.48450 -0.5746 0.7132 -0.2659
C -4.58260 3.18410 -0.97564 0.3871 -0.2929 -0.1744
O -3.94437 4.39287 -0.51064 0.0661 0.4116 0.4056
S -4.05842 4.88653 1.01015 0.4065 -0.1586 -0.1549
C -5.79429 5.42492 1.05763 1.5907 -0.3459 -0.1881
O -3.82911 3.75568 1.88560 -0.4199 0.6856 -0.4553
O -3.19648 6.03640 1.06351 -0.7192 -0.7700 0.1524
H -5.14851 4.11741 -2.77458 0.1265 -0.0161 -0.1865
H -4.97882 2.39013 -2.98122 0.0577 -0.2210 0.2986
H -3.53529 3.41870 -2.86871 0.1034 -0.1143 0.1989
H -5.60702 3.17253 -0.60386 -0.0156 -0.2911 -0.0283
H -4.02264 2.31660 -0.62663 -0.1310 0.0999 0.2529
H -6.37580 4.58479 0.69385 -0.2822 0.1517 0.0642
H -5.74974 6.26778 0.37310 -0.4987 0.0590 0.0401
H -6.04124 5.70922 2.07417 -0.0407 0.0085 0.0175
C -5.23029 0.10696 1.08181 -0.4554 -0.3210 1.7935
C -4.34033 -1.10315 0.85259 0.1833 1.3023 -0.7536
O -5.14768 -2.27491 0.77325 0.3861 -1.2208 -0.6780
S -4.36304 -3.64486 0.31149 -0.4694 0.7647 1.3039
C -3.89014 -4.22256 1.96938 -0.2471 0.3068 -1.4545
O -5.37208 -4.51459 -0.22303 0.6260 0.4656 0.1195
O -3.19668 -3.25552 -0.43002 -0.3731 -0.3714 -0.1406
H -6.13800 0.19016 0.48694 0.4423 -0.1024 -0.7105
H -4.62469 1.01323 1.08773 -0.1085 0.0187 -0.2936
H -5.65079 0.04468 2.09656 0.1745 0.0275 0.0057
H -3.79957 -0.90677 -0.07776 -0.0344 -0.5610 -0.0315
H -3.58626 -1.19005 1.63907 -0.1150 -0.0629 0.0997
H -3.25443 -5.09242 1.83229 -0.0382 -0.0619 0.1137
H -4.84604 -4.44358 2.43204 0.1387 -0.0841 0.2950
H -3.34257 -3.40617 2.42941 0.0152 -0.0567 0.1455
C -1.55150 1.58165 0.86333 -1.3375 -1.1000 0.6154
C -0.47442 0.55215 1.10830 0.5328 1.2440 -1.0621
O -0.95414 -0.75310 0.74344 0.0948 -0.1811 1.0102
S 0.11786 -1.94833 0.76571 -1.1725 -0.2086 -0.8097
C 0.27937 -2.12707 -0.99595 1.3462 -0.3589 0.0628
O 1.35790 -1.47866 1.33031 -0.5358 -0.3331 0.0047
O -0.59697 -3.08685 1.27306 0.7730 0.4980 0.2306
H -1.18959 2.60155 0.95099 0.0931 -0.0055 -0.1475
H -2.34025 1.42810 1.61012 0.1117 0.3262 0.1542
H -2.08056 1.37511 -0.06866 0.4813 0.3280 -0.3454
H 0.33511 0.80191 0.41499 0.2821 -0.1448 0.3171
H -0.11724 0.62719 2.13130 0.1394 -0.4653 -0.0378
H 0.07552 -1.16633 -1.45633 -0.2664 -0.1097 -0.1226
H -0.29484 -2.96862 -1.36837 -0.5508 0.3018 0.1747
H 1.32532 -2.38479 -1.18873 0.0312 0.1067 0.1589
C -4.15847 4.72104 6.03097 0.2298 -0.1060 0.2766
C -2.85671 4.24278 5.39981 -0.5234 1.7944 -0.2120
O -2.12080 3.47198 6.34088 0.4597 -0.9803 0.0419
S -0.62384 3.01868 5.93621 -0.3264 0.0377 0.6728
C -0.93806 1.99281 4.51401 0.7937 0.1267 -0.6705
O 0.08158 4.19791 5.51456 -0.2899 -0.7011 -0.1219
O -0.13208 2.24524 7.04113 -0.4466 0.3370 -0.6493
H -4.80657 3.86741 6.22707 -0.1863 0.1603 0.0356
H -4.64368 5.44723 5.37783 -0.0766 -0.2984 -0.2926
H -3.99579 5.27947 6.95408 0.2055 -0.2851 0.1176
H -3.10597 3.73808 4.46469 0.2927 -0.4267 0.1541
H -2.27578 5.13747 5.15497 0.1607 -0.2039 -0.1346
H -1.39679 2.66592 3.79172 0.0058 -0.1804 -0.1692
H -1.48392 1.05556 4.59165 -0.4177 0.3307 0.8198
H 0.03773 1.68153 4.13119 0.1593 0.4378 0.0644
C 5.82551 -1.02280 3.50851 -0.4749 0.4990 0.3009
C 5.19262 -0.51039 2.22467 0.7382 0.2657 -0.2490
O 3.90064 0.01695 2.55759 -0.7126 0.8460 -0.1075
S 3.50873 1.47535 1.96080 -0.1003 -0.7032 -0.4710
C 3.33128 1.03450 0.22314 0.0247 0.0547 0.8553
O 2.21312 1.80452 2.48381 0.6444 -0.3064 0.0030
O 4.62793 2.35438 2.13317 -0.3172 -0.1297 -0.0112
H 5.08158 -1.51566 4.13728 -0.0150 -0.2383 -0.2084
H 6.11542 -0.13849 4.07894 0.2567 -0.1405 0.0549
H 6.68263 -1.67775 3.37068 0.0329 0.0569 -0.1989
H 5.79661 0.31056 1.82659 0.0857 -0.1121 0.0726
H 5.10460 -1.23929 1.41384 -0.3039 -0.2037 0.2553
H 2.72796 0.12829 0.24488 0.0611 -0.0359 -0.1852
H 4.33394 0.86534 -0.15978 -0.0581 -0.0502 -0.1544
H 2.82245 1.83302 -0.30899 0.0829 0.1218 0.0689
C 2.77881 -4.86749 -3.07142 0.2218 -0.6421 -0.1008
C 4.27031 -4.58344 -3.17441 -1.2464 0.2073 -0.0816
O 4.90733 -5.75126 -3.71700 0.7183 -0.2660 0.1107
S 6.51101 -5.72061 -3.82138 -0.4299 0.5765 0.1487
C 6.97887 -6.02436 -2.13818 0.1319 -0.0199 -0.3132
O 6.86709 -6.82583 -4.65064 -0.0738 0.1916 0.2304
O 6.91139 -4.37660 -4.13405 -0.0118 -0.4175 -0.0865
H 2.60146 -5.76034 -2.46676 0.0643 0.1298 0.1886
H 2.32960 -5.09122 -4.03957 -0.0040 0.3484 -0.0690
H 2.31092 -4.01853 -2.57614 -0.1605 0.0025 -0.1497
H 4.42882 -3.75038 -3.85594 0.2954 0.0893 0.1841
H 4.57378 -4.34816 -2.15490 0.6636 -0.0075 -0.1747
H 8.06183 -5.93190 -2.08051 0.0142 -0.1394 -0.1127
H 6.64707 -7.02698 -1.88116 0.0065 0.0433 0.1462
H 6.54111 -5.24724 -1.51886 -0.1726 -0.1001 0.0640
C 4.27990 -7.70536 0.65662 0.1433 1.0938 0.0294
C 5.18183 -6.55424 1.08775 1.1637 -0.6494 0.2303
O 4.93748 -5.31361 0.39983 -1.0493 0.6674 -0.2815
S 3.57656 -4.47832 0.71338 1.5975 0.2494 1.5967
C 3.89210 -4.02657 2.44063 -0.9833 -0.1401 -0.8107
O 3.67555 -3.26417 -0.04408 -0.0823 -0.6873 -0.3902
O 2.45103 -5.35469 0.63737 0.0118 0.3210 -0.2492
H 4.69567 -8.68026 0.89188 0.1288 0.0355 0.1472
H 4.18825 -7.59666 -0.42476 -0.3472 -0.3098 0.0059
H 3.32906 -7.54823 1.15833 -0.2223 -0.4292 -0.3384
H 5.22866 -6.41208 2.17230 -0.4592 0.2063 -0.0409
H 6.23066 -6.73343 0.83169 -0.1493 -0.1679 -0.1832
H 3.25172 -3.15197 2.56860 -0.0383 -0.0502 0.2423
H 4.92695 -3.76081 2.62545 0.0893 -0.1077 -0.2360
H 3.54272 -4.86294 3.03973 0.0921 0.1177 0.2149
```
Forces are in eV/Å.

Values from the calculation:
E_HOMO in eV: -10.706
Total energy in eV: -181962.044
SMILES string: CCOS(C)(=O)=O.CCOS(C)(=O)=O.CCOS(C)(=O)=O.CCOS(C)(=O)=O.CCOS(C)(=O)=O.CCOS(C)(=O)=O.CCOS(C)(=O)=O.CCOS(C)(=O)=O.CCOS(C)(=O)=O
Multiplicity: 1
Orbital gap in eV: 10.7
Relative energy (zero: lowest compared OMol25 entry of this formula, charge and spin) in eV: 0.948
LUMO in eV: 0.00
Total charge: 0